1.
The following is a quantum chemistry calculation of a 2-piece molecular cluster, C4H9INO overall, from OMol25.

Last column: natural (NBO) charge in e.
Cartesian coordinates (Å):
C1 -1.34 0.44 -1.28  -0.273
C2 -0.19 -0.42 -1.85  -0.098
C3 -0.04 -0.72 0.39  0.312
C4 2.37 0.62 2.23  -0.462
N1 -1.20 0.25 0.20  -0.604
O1 0.66 -0.68 -0.73  -0.487
I1 -0.77 -2.66 1.03  0.211
H1 -1.22 1.49 -1.54  0.247
H2 -2.31 0.09 -1.62  0.253
H3 -0.56 -1.38 -2.24  0.217
H4 0.40 0.09 -2.61  0.241
H5 2.30 -0.33 2.72  0.179
H6 1.83 1.46 2.61  0.169
H7 3.06 0.74 1.41  0.180
H8 -0.96 1.13 0.65  0.455
H9 -2.05 -0.10 0.64  0.461

Largest force on an atom   0.8 eV/Å
Kohn-Sham gap (alpha / beta)   6.5 / 9.4 eV
Total charge   +1
HOMO level (alpha / beta)   -12.0702 / -13.1569 eV
DFT total energy   -585.08338 Ha
Relative energy (zero: lowest compared OMol25 entry of this formula, charge and spin)   387.3 kJ/mol



2.
The following is a quantum chemistry calculation of a 2-piece molecular cluster, C2H3Br2N overall, from OMol25.

Last column: natural (NBO) charge in e.
Cartesian coordinates (Å):
C1 1.59 -0.16 -0.72  0.242
C2 -1.14 -0.33 1.03  -0.411
N1 1.19 0.35 -1.76  -0.676
Br1 3.11 -0.94 0.18  0.017
Br2 -2.08 -1.36 -0.24  0.045
H1 -1.80 0.35 1.46  0.163
H2 -0.54 -1.00 1.80  0.195
H3 1.34 0.71 -2.70  0.425

Largest force on an atom   4.2 eV/Å
Kohn-Sham gap (alpha / beta)   7.5 / 8.3 eV
HOMO level (alpha / beta)   -7.8865 / -8.8179 eV
DFT total energy   -5280.61263 Ha
Relative energy (zero: lowest compared OMol25 entry of this formula, charge and spin)   410.5 kJ/mol



3.
The following is a quantum chemistry calculation of a 2-piece molecular cluster, C2H6ClO2PS overall, from OMol25.

Last column: natural (NBO) charge in e.
Cartesian coordinates (Å):
C1 1.05 -1.59 -0.11  -0.285
C2 -1.43 1.14 1.30  -0.255
O1 1.73 -0.38 0.22  -0.839
O2 -0.08 0.66 1.25  -0.845
P1 1.02 1.01 0.11  1.515
S1 -0.58 0.68 -2.33  -0.326
Cl1 1.01 0.50 -3.55  -0.198
H1 1.81 -2.40 -0.03  0.215
H2 0.88 -1.52 -1.28  0.216
H3 0.12 -1.49 0.47  0.210
H4 -1.60 1.98 0.74  0.193
H5 -1.84 1.16 2.35  0.210
H6 -2.08 0.25 0.86  0.189

Largest force on an atom   5.4 eV/Å
Kohn-Sham gap   7.4 eV
HOMO level   -8.1724 eV
DFT total energy   -1429.96174 Ha
Relative energy (zero: lowest compared OMol25 entry of this formula, charge and spin)   293.0 kJ/mol